*a*
ORCA calculation (the ωB97M-V functional and the def2-TZVPD basis) on an isolated molecule of C4H9NOS.

```
16
Properties=species:S:1:pos:R:3:nbo_charge:R:1
C -0.196 0.546 0.029 -0.440
C -1.293 -0.426 0.043 -0.529
C 1.403 -1.462 -0.361 -0.327
C 0.984 -0.103 -0.716 0.026
N -1.914 0.913 2.375 -0.829
O 0.802 -0.061 -2.127 -0.704
S -2.048 -0.632 1.733 0.522
H -0.536 1.346 -0.644 0.203
H -0.015 0.756 1.091 0.256
H -2.090 -0.020 -0.572 0.217
H -0.904 -1.282 -0.343 0.232
H 1.477 -2.127 -1.245 0.204
H 1.938 -1.502 0.521 0.176
H 1.887 0.512 -0.228 0.167
H -2.196 0.964 3.409 0.363
H 0.134 0.619 -2.271 0.464
```

Summary:
- Kohn-Sham gap (alpha / beta) (eV) = 8.98 / 9.46
- multiplicity = 3

*b*
ORCA calculation (the ωB97M-V functional and the def2-TZVPD basis) on an isolated molecule of C4H9NOS.

```
16
Properties=species:S:1:pos:R:3:nbo_charge:R:1
C 1.693 0.429 -0.315 -0.313
C 0.764 -0.338 0.544 -0.160
C 0.967 -1.849 0.708 -0.641
C -2.347 0.679 -0.543 -0.836
N 0.336 0.207 -0.701 -0.318
O -0.691 2.691 0.257 -0.829
S -0.835 1.803 -0.873 1.043
H 1.918 1.562 0.058 0.232
H 2.492 -0.117 -0.884 0.224
H 0.347 0.281 1.405 0.227
H 0.272 -2.395 -0.025 0.222
H 0.886 -2.428 1.738 0.238
H 1.981 -2.085 0.371 0.216
H -1.845 -0.194 -0.994 0.227
H -3.112 1.219 -1.182 0.230
H -2.824 0.536 0.436 0.238
```

Summary:
- Kohn-Sham gap (alpha / beta) (eV) = 6.40 / 6.48
- multiplicity = 3

Stability, descending: *a*, *b*

*a*
ORCA calculation (the ωB97M-V functional and the def2-TZVPD basis) on the ion C4H11N2O2 with charge -1.

```
19
Properties=species:S:1:pos:R:3:nbo_charge:R:1
C 0.807 0.543 0.005 -0.225
N 0.885 -0.903 0.185 -0.678
C 1.457 -1.376 1.375 0.090
O 2.790 -1.983 1.160 -0.768
C -0.166 0.846 -1.117 -0.261
N -1.402 0.074 -1.006 -0.720
C -2.464 0.883 -0.256 0.139
O -2.721 2.067 -0.775 -0.941
H 0.450 0.998 0.934 0.170
H 1.801 0.909 -0.271 0.166
H 0.011 -1.305 -0.127 0.411
H 1.664 -0.635 2.149 0.141
H 0.892 -2.210 1.793 0.161
H 3.275 -1.387 0.642 0.451
H 0.255 0.707 -2.120 0.167
H -0.461 1.892 -1.148 0.225
H -1.675 -0.225 -1.929 0.345
H -2.078 0.940 0.784 0.062
H -3.319 0.165 -0.280 0.066
```

Summary:
- Kohn-Sham gap (eV) = 6.34
- total charge = -1

*b*
ORCA calculation (the ωB97M-V functional and the def2-TZVPD basis) on the ion C4H11N2O2 with charge -1.

```
19
Properties=species:S:1:pos:R:3:nbo_charge:R:1
C 0.407 -0.188 0.723 -0.222
N 1.526 -0.303 -0.185 -0.689
C 2.758 0.309 0.331 0.115
O 3.100 -0.080 1.589 -0.979
C -0.853 -0.540 -0.064 -0.084
C -1.171 0.515 -1.126 -0.079
O -2.518 1.026 -0.904 -0.755
N -1.950 -0.884 0.870 -0.833
H 0.421 0.852 1.062 0.179
H 0.475 -0.867 1.580 0.195
H 1.717 -1.288 -0.337 0.331
H 3.536 -0.019 -0.386 0.081
H 2.555 1.402 0.333 0.069
H -0.598 -1.526 -0.474 0.175
H -1.170 0.084 -2.126 0.158
H -0.491 1.353 -0.995 0.181
H -2.813 1.440 -1.715 0.457
H -2.767 -1.202 0.371 0.350
H -2.163 -0.085 1.454 0.351
```

Summary:
- Kohn-Sham gap (eV) = 5.39
- total charge = -1

Stability, descending: *a*, *b*